1.
# C3H7NO2

A single C3H7NO2 molecule at a distorted geometry (wB97M-V/def2-TZVPD, the OMol25 dataset).

XYZ file:
```
13
Properties=species:S:1:pos:R:3:forces:R:3:lowdin_charge:R:1
N 0.7527 1.2272 1.1339 0.626 -0.139 -0.261 0.13
C 1.0086 0.6546 -0.0486 0.586 -0.182 -0.582 -0.57
O 2.2288 0.7273 -0.2850 -0.138 -0.704 -1.248 0.00
C 0.0337 -0.0115 -0.9679 -0.019 -0.109 -0.052 -0.09
C -1.2370 -0.5028 -0.2876 -0.121 0.250 -0.271 -0.28
O -0.9726 -1.4430 0.7276 0.129 0.056 0.275 -0.06
H 1.8574 1.4504 1.0907 -1.910 0.910 2.065 0.18
H -0.1678 1.4919 1.4925 0.913 0.195 -0.028 0.11
H 0.5836 -0.8429 -1.4166 -0.142 0.059 -0.032 0.13
H -0.2034 0.6988 -1.7692 0.013 -0.084 0.087 0.13
H -1.8135 0.3570 0.0960 0.061 -0.158 -0.017 0.12
H -1.8692 -1.0120 -1.0204 0.070 0.095 0.100 0.12
H -0.4040 -1.0136 1.3819 -0.069 -0.190 -0.035 0.08
```
Forces are in eV/Å.

## Properties
E_LUMO in eV: 0.706
Energy above the lowest of the compared OMol25 structures with the same formula, charge and spin in kJ/mol: 189.6
Max |F| in eV Å⁻¹: 2.96
E_HOMO in Eh: -0.3747
Gap between HOMO and LUMO in hartree: 0.401
Structure (SMILES): NC(=O)CCO

2.
# C5H7N

A single C5H7N molecule at a distorted geometry (wB97M-V/def2-TZVPD, the OMol25 dataset).

XYZ file:
```
13
Properties=species:S:1:pos:R:3:forces:R:3:lowdin_charge:R:1
C 0.9414 -1.0151 -0.5889 0.005 -0.069 0.014 -0.03
C -0.0775 0.0662 -0.2741 -0.029 -0.118 -0.080 -0.48
C -0.8356 0.1004 1.0361 -0.128 -0.105 0.134 -0.08
C 0.2879 1.0601 0.8053 0.063 0.171 0.020 -0.08
C -0.9397 0.3929 -1.3945 -0.611 0.110 -0.673 -0.18
N -1.7194 0.4921 -2.2451 0.846 0.117 0.691 0.15
H 1.4992 -1.2873 0.3128 -0.137 0.038 -0.102 0.09
H 0.4631 -1.9121 -0.9907 0.034 0.092 0.057 0.09
H 1.6593 -0.6475 -1.3307 -0.124 -0.069 0.121 0.09
H -0.7517 -0.7478 1.7069 0.175 0.166 -0.004 0.11
H -1.8305 0.5328 0.9664 0.152 -0.207 0.069 0.11
H 1.2386 0.8483 1.2905 -0.189 0.064 -0.143 0.11
H 0.0650 2.1172 0.7061 -0.057 -0.190 -0.104 0.11
```
Forces are in eV/Å.

## Properties
E_LUMO in eV: 0.906
Energy above the lowest of the compared OMol25 structures with the same formula, charge and spin in kJ/mol: 102.3
Max |F| in eV Å⁻¹: 1.10
E_HOMO in Eh: -0.3853
Gap between HOMO and LUMO in hartree: 0.419
Structure (SMILES): CC1(C#N)CC1